Record 1
Molecular formula: C27H54O27
Method: DFT, ωB97M-V/def2-TZVPD

Structure (XYZ):
```
108
C27H54O27 (ωB97M-V/def2-TZVPD)
C -0.28 -6.83 -0.44
O 0.97 -6.18 -0.87
C 0.81 -4.91 -1.28
O -0.16 -4.24 -1.24
O 2.01 -4.59 -1.72
C 2.08 -3.45 -2.62
H -0.29 -7.86 -0.85
H -1.15 -6.25 -0.73
H -0.24 -7.03 0.61
H 1.88 -2.48 -2.11
H 1.37 -3.73 -3.42
H 3.11 -3.51 -3.07
C -3.80 -0.73 -3.98
O -3.77 -2.11 -3.90
C -3.24 -2.80 -4.96
O -2.75 -2.27 -5.92
O -3.19 -4.09 -4.68
C -3.84 -4.56 -3.43
H -2.87 -0.24 -3.52
H -4.67 -0.35 -3.40
H -3.95 -0.39 -5.01
H -3.22 -4.23 -2.56
H -3.79 -5.68 -3.46
H -4.82 -4.14 -3.30
C -0.37 7.93 3.87
O -1.27 7.68 2.77
C -0.73 7.18 1.63
O 0.46 6.92 1.42
O -1.69 7.22 0.71
C -1.29 6.88 -0.58
H -0.91 8.52 4.60
H 0.56 8.47 3.63
H -0.06 6.97 4.36
H -1.02 5.83 -0.61
H -0.38 7.45 -0.87
H -2.14 7.18 -1.24
C 3.63 0.68 4.46
O 4.33 -0.56 4.73
C 3.95 -1.11 5.87
O 3.30 -0.55 6.73
O 4.49 -2.27 5.95
C 4.05 -3.00 7.10
H 3.90 0.99 3.47
H 3.98 1.52 5.06
H 2.59 0.58 4.63
H 4.48 -2.67 8.02
H 4.53 -3.98 7.03
H 2.99 -3.08 7.32
C 3.60 1.51 -4.98
O 2.30 1.04 -4.79
C 1.88 -0.08 -5.34
O 2.43 -0.90 -6.05
O 0.64 -0.25 -4.92
C -0.09 -1.39 -5.41
H 4.24 0.67 -5.34
H 3.78 1.75 -3.92
H 3.59 2.40 -5.67
H -0.65 -1.79 -4.56
H 0.65 -2.16 -5.71
H -0.67 -1.14 -6.28
C -4.48 4.57 -0.70
O -4.33 3.58 -1.67
C -3.35 3.69 -2.53
O -2.58 4.67 -2.58
O -3.28 2.60 -3.25
C -2.33 2.58 -4.37
H -4.94 4.16 0.22
H -5.14 5.39 -1.06
H -3.52 5.05 -0.47
H -1.30 2.64 -3.97
H -2.51 3.37 -5.07
H -2.62 1.60 -4.80
C 0.48 -1.53 6.02
O 1.26 -2.30 5.14
C 0.63 -2.74 4.03
O -0.53 -2.80 3.91
O 1.59 -3.13 3.22
C 1.15 -3.87 2.06
H -0.47 -1.19 5.54
H 1.14 -0.74 6.45
H 0.14 -2.17 6.88
H 1.98 -4.55 1.84
H 1.09 -3.15 1.21
H 0.12 -4.25 2.23
C 2.80 -1.07 1.58
O 2.52 0.07 0.64
C 1.50 -0.21 -0.20
O 0.99 -1.24 -0.40
O 1.23 0.92 -0.80
C 0.00 0.98 -1.46
H 1.87 -1.18 2.16
H 3.53 -0.68 2.20
H 3.04 -1.97 0.99
H -0.77 0.64 -0.85
H -0.05 0.42 -2.38
H -0.17 2.04 -1.54
C 0.28 2.68 2.11
O -0.78 1.92 1.56
C -0.78 0.64 1.82
O -0.01 0.07 2.49
O -1.77 0.14 1.10
C -2.06 -1.24 1.23
H 0.06 2.77 3.15
H 0.18 3.65 1.63
H 1.27 2.24 1.82
H -1.33 -1.89 0.68
H -3.02 -1.46 0.68
H -2.04 -1.54 2.26
```

Orbital gap: 11.139 eV
Energy relative to the best compared isomer or geometry (same formula, charge and spin): 60.1 kcal/mol
Charge: 0
SMILES string: COC(=O)OC.COC(=O)OC.COC(=O)OC.COC(=O)OC.COC(=O)OC.COC(=O)OC.COC(=O)OC.COC(=O)OC.COC(=O)OC


Record 2
Molecular formula: H11LiO6
Method: DFT, ωB97M-V/def2-TZVPD

Structure (XYZ):
```
18
H11LiO6 (ωB97M-V/def2-TZVPD)
Li 0.34 0.20 -0.09
O -1.02 0.83 -1.23
H -0.43 1.52 -1.59
O 1.72 -1.25 -0.79
H 2.56 -1.62 -0.57
H 1.99 -0.97 -1.84
O -1.15 -1.98 -1.38
H -0.13 -2.33 -1.38
H -1.22 -1.00 -1.23
O -2.53 1.14 1.13
H -2.14 1.04 0.30
H -3.41 0.65 1.09
O -0.26 -0.32 1.96
H -0.56 -1.10 2.59
H -1.03 0.29 2.02
O 1.99 1.64 0.34
H 2.65 2.33 0.05
H 2.64 0.93 0.62
```

Orbital gap: 7.920 eV
Energy relative to the best compared isomer or geometry (same formula, charge and spin): 1.7 kcal/mol
Charge: 0


Record 3
Molecular formula: C4H15N3O
Method: DFT, ωB97M-V/def2-TZVPD

Structure (XYZ):
```
23
C4H15N3O (ωB97M-V/def2-TZVPD)
C 0.33 -2.11 -1.23
C -0.64 -1.18 -0.49
C -0.10 -0.77 0.89
N -0.15 2.46 2.62
C 0.03 1.20 2.32
N -0.40 0.64 1.21
N -0.02 -2.13 -2.71
H 0.18 -3.14 -0.92
H 1.37 -1.83 -1.10
H -0.77 -0.27 -1.08
H -1.60 -1.67 -0.34
H -0.52 -1.36 1.70
H 0.98 -0.91 0.94
H 0.23 2.81 3.50
H -0.39 3.15 1.93
H 0.50 0.58 3.07
H -0.53 1.27 0.41
H -0.89 -2.64 -2.84
H 0.70 -2.56 -3.30
H -0.21 -1.20 -3.08
H 0.05 3.48 -0.96
H 1.40 3.19 -0.28
O 0.46 2.98 -0.24
```

Orbital gap: 11.387 eV
Energy relative to the best compared isomer or geometry (same formula, charge and spin): 3.8 kcal/mol
Charge: +2


Record 4
Molecular formula: O5S2
Method: DFT, ωB97M-V/def2-TZVPD

Structure (XYZ):
```
7
O5S2 (ωB97M-V/def2-TZVPD)
O 0.48 -0.77 -0.74
O -1.49 -1.84 0.35
O -0.93 0.77 -0.01
O 1.40 1.60 -0.63
O 1.08 0.48 1.57
S -1.20 -0.84 -0.63
S 0.66 0.60 0.09
```

Orbital gap: 10.667 eV
Energy relative to the best compared isomer or geometry (same formula, charge and spin): 18.9 kcal/mol
Charge: 0


Record 5
Molecular formula: C19H18BrMnN6O5S
Method: DFT, ωB97M-V/def2-TZVPD

Structure (XYZ):
```
51
C19H18BrMnN6O5S (ωB97M-V/def2-TZVPD)
Mn 0.00 -1.03 0.56
N 5.40 5.16 -0.90
C 4.21 4.41 -0.85
C 3.53 4.09 -2.02
C 2.38 3.32 -1.97
C 1.89 2.86 -0.76
C 2.58 3.16 0.41
C 3.73 3.93 0.37
S 0.44 1.86 -0.70
O -0.36 2.22 -1.84
O -0.11 2.06 0.62
N 1.00 0.35 -0.76
C 0.86 -0.40 -1.89
N 0.94 0.08 -3.14
C 0.71 -0.78 -4.11
C 0.41 -2.12 -3.91
C 0.41 -2.54 -2.59
N 0.66 -1.71 -1.59
H 5.46 5.77 -1.70
H 5.60 5.66 -0.05
H 3.90 4.45 -2.97
H 1.84 3.07 -2.88
H 2.19 2.80 1.36
H 4.26 4.17 1.28
H 0.77 -0.38 -5.12
H 0.20 -2.80 -4.73
H 0.22 -3.57 -2.32
N 1.05 -4.13 3.08
C 0.79 -2.96 2.44
O 0.81 -2.91 1.21
C 0.48 -1.74 3.27
C 0.72 -0.51 2.40
H 1.08 -4.97 2.52
H 0.89 -4.20 4.07
H 1.02 -1.82 4.23
H -0.59 -1.83 3.51
H 1.80 -0.34 2.30
H 0.29 0.39 2.84
Br -6.91 -2.81 3.13
C -5.98 -1.98 1.70
C -6.70 -1.37 0.69
N -6.12 -0.76 -0.34
C -4.78 -0.76 -0.38
C -3.99 -1.36 0.59
C -4.60 -1.99 1.66
C -2.48 -1.33 0.46
O -1.98 -0.69 -0.49
O -1.80 -1.93 1.33
H -7.78 -1.36 0.73
H -4.31 -0.26 -1.21
H -4.00 -2.46 2.42
```

Orbital gap (spin up / spin down): 6.585 / 5.913 eV
Energy relative to the best compared isomer or geometry (same formula, charge and spin): 16.7 kcal/mol
Expectation value of S²: 0.93
Charge: -1
Multiplicity: 2


Record 6
Molecular formula: C3H8BrP
Method: DFT, ωB97M-V/def2-TZVPD

Structure (XYZ):
```
13
C3H8BrP (ωB97M-V/def2-TZVPD)
C 1.32 -0.80 -0.16
C -0.07 1.33 0.54
C 0.04 0.02 -0.20
P -1.39 -1.11 0.33
Br -3.08 0.22 -0.17
H 1.65 -0.69 1.01
H 1.05 -1.82 -0.55
H 2.15 -0.50 -0.82
H -0.79 1.92 -0.09
H 0.99 1.67 0.80
H -0.33 1.20 1.62
H -0.13 0.38 -1.56
H -1.40 -1.83 -0.75
```

Orbital gap: 9.759 eV
Energy relative to the best compared isomer or geometry (same formula, charge and spin): 50.4 kcal/mol
Charge: 0